DFT (ωB97M-V with the def2-TZVPD basis set) results for a structure of composition C28H27FMoN4S2Si.

* ΔE to the lowest compared entry with this formula, charge and spin: 250.2 kJ/mol
* DFT total energy: -2555.574085 Eh
* spin multiplicity: 3
* total charge: +2
* HOMO level (alpha / beta): -0.491 / -0.491 Ha

Geometry as XYZ:
```
64
Properties=species:S:1:pos:R:3:lowdin_charge:R:1
Mo 0.947 1.636 -1.271 1.5809
S -0.074 -2.595 -1.474 1.1209
C -1.123 -1.814 -2.585 -0.3479
C -1.058 -0.550 -3.091 -0.1164
C -0.045 0.259 -2.526 -0.2160
C 1.447 -1.519 -1.576 -0.6100
C 3.188 -0.295 -0.178 -0.1642
C 4.462 -0.568 0.293 0.0379
C 5.410 0.437 0.402 0.0196
C 5.077 1.727 0.030 -0.0076
C 3.803 1.947 -0.439 -0.0985
N 2.874 0.977 -0.544 -0.0433
H -1.991 -2.429 -2.802 0.0933
H -1.840 -0.154 -3.718 0.1124
H 4.711 -1.579 0.576 0.1270
H 6.400 0.209 0.774 0.1354
H 5.780 2.545 0.094 0.1301
H 3.504 2.940 -0.756 0.1006
C 0.781 4.283 -1.441 -0.1971
Si -0.336 3.967 0.078 0.4477
C -2.093 4.409 -0.259 -0.1481
C 0.397 4.702 1.601 -0.1415
N -0.148 2.181 0.123 -0.2563
C -0.672 1.273 1.087 -0.2794
C -1.987 0.817 1.024 -0.0194
C -2.458 -0.067 1.980 -0.0518
C -1.624 -0.500 3.004 -0.0392
C -0.311 -0.057 3.079 0.0142
C 0.143 0.820 2.118 -0.2492
F 1.421 1.258 2.160 0.0612
H 0.627 3.702 -2.373 0.0249
H 1.849 4.371 -1.230 0.0256
H 0.484 5.279 -1.788 0.0735
H -2.202 5.494 -0.326 0.0549
H -2.737 4.068 0.554 0.0493
H -2.454 3.975 -1.193 0.0469
H 0.392 5.793 1.545 0.0550
H 1.424 4.370 1.762 0.0420
H -0.191 4.420 2.477 0.0543
H -2.628 1.168 0.224 0.1216
H -3.481 -0.413 1.932 0.1195
H -1.998 -1.184 3.753 0.1226
H 0.355 -0.370 3.873 0.1336
S 4.080 -5.012 -0.465 1.0568
C 3.231 -3.526 -0.851 -0.5362
C 2.698 -2.774 0.124 -0.1071
C 2.130 -1.420 -0.209 -0.2192
N 0.954 -0.213 -1.886 -0.1607
C 2.383 -2.068 -2.610 -0.0286
C 3.216 -3.039 -2.242 -0.0489
C 3.725 -5.975 -1.916 -0.5350
C 2.422 -6.149 -2.364 -0.0822
C 2.221 -6.920 -3.498 -0.1243
N 3.205 -7.516 -4.166 0.0807
C 4.443 -7.362 -3.710 -0.1168
C 4.761 -6.596 -2.594 -0.0727
H 2.708 -3.102 1.156 0.1293
H 1.360 -1.152 0.524 0.1370
H 2.305 -1.716 -3.631 0.1333
H 3.873 -3.509 -2.962 0.1298
H 1.583 -5.711 -1.838 0.1046
H 1.219 -7.075 -3.883 0.1134
H 5.226 -7.866 -4.263 0.1176
H 5.789 -6.489 -2.273 0.1101
```

=====

DFT (ωB97M-V with the def2-TZVPD basis set) results for a structure of composition C28H27N7O2SSbV.

* ΔE to the lowest compared entry with this formula, charge and spin: 6.6 kJ/mol
* DFT total energy: -3198.499776 Eh
* spin multiplicity: 2
* total charge: +3
* HOMO level (alpha / beta): -0.585 / -0.586 Ha

Geometry as XYZ:
```
67
Properties=species:S:1:pos:R:3:lowdin_charge:R:1
V 0.833 0.441 -0.030 1.0352
C 2.534 -1.024 -2.708 -0.0047
C 3.383 -0.537 -1.574 -0.2686
C 4.754 -0.792 -1.602 0.0257
C 5.581 -0.264 -0.636 0.0142
C 5.029 0.581 0.325 -0.0759
C 3.668 0.796 0.331 -0.4088
N 2.854 0.191 -0.569 -0.0290
Sb 2.923 2.292 1.696 1.6739
C 1.689 0.890 2.735 -0.4314
C 1.729 0.967 4.110 -0.0813
C 0.996 0.057 4.860 0.0181
C 0.259 -0.886 4.180 0.0244
C 0.242 -0.922 2.785 -0.2525
C -0.580 -2.004 2.156 -0.0030
N 0.968 -0.035 2.064 -0.0133
C 1.460 3.004 0.245 -0.4157
C 1.208 4.358 0.286 -0.0715
C 0.645 4.975 -0.830 0.0295
C 0.437 4.231 -1.971 0.0413
C 0.687 2.859 -1.978 -0.2625
C 0.505 2.065 -3.228 0.0076
N 1.129 2.276 -0.845 -0.0419
H 2.999 -0.721 -3.648 0.1152
H 1.531 -0.610 -2.685 0.0516
H 2.475 -2.113 -2.730 0.1014
H 5.155 -1.390 -2.409 0.1427
H 6.645 -0.462 -0.648 0.1395
H 5.669 1.077 1.044 0.1119
H 2.325 1.729 4.596 0.1087
H 1.003 0.088 5.942 0.1404
H -0.324 -1.619 4.719 0.1366
H -1.318 -2.356 2.873 0.1055
H 0.040 -2.864 1.903 0.0948
H -1.115 -1.679 1.269 0.0530
H 1.481 4.944 1.155 0.1135
H 0.428 6.035 -0.816 0.1415
H 0.074 4.695 -2.877 0.1430
H 0.317 2.734 -4.064 0.1069
H -0.336 1.379 -3.145 0.0735
H 1.407 1.496 -3.450 0.0848
N -6.951 -1.622 0.650 0.1975
C -5.769 -1.070 0.403 -0.2579
C -5.461 -0.573 -0.894 0.0181
C -4.257 0.006 -1.143 -0.0286
C -3.287 0.100 -0.116 -0.3350
C -3.582 -0.384 1.177 -0.0530
C -4.792 -0.951 1.433 0.0126
S -1.857 0.893 -0.482 0.7645
O -0.997 1.076 0.753 -0.3494
O -2.018 1.996 -1.362 -0.2101
N -0.605 -0.040 -1.195 -0.1184
C -0.468 -1.417 -1.101 -0.4754
N 0.717 -1.597 -0.495 0.0102
C 1.188 -2.840 -0.368 -0.0695
C 0.421 -3.889 -0.840 0.0182
C -0.819 -3.589 -1.401 -0.0146
N -1.281 -2.337 -1.540 0.2107
H -7.662 -1.681 -0.061 0.1370
H -7.199 -1.949 1.570 0.1351
H -6.203 -0.640 -1.678 0.1344
H -4.043 0.405 -2.126 0.1324
H -2.873 -0.241 1.980 0.1121
H -5.036 -1.284 2.433 0.1294
H 2.152 -2.972 0.108 0.1512
H 0.761 -4.912 -0.765 0.1334
H -1.465 -4.378 -1.767 0.1408
```

=====

DFT (ωB97M-V with the def2-TZVPD basis set) results for a structure of composition C28H28AuN8S.

* ΔE to the lowest compared entry with this formula, charge and spin: 104.2 kJ/mol
* DFT total energy: -2054.816854 Eh
* total charge: +3
* HOMO level (alpha / beta): -0.515 / -0.517 Ha

Geometry as XYZ:
```
66
Properties=species:S:1:pos:R:3:lowdin_charge:R:1
Au 1.173 -0.249 -1.028 1.0104
N 0.811 2.005 -1.678 0.0589
C 1.034 2.915 -0.576 -0.2428
C 0.852 4.269 -0.738 0.0147
C 1.092 5.165 0.314 -0.0174
C 1.520 4.706 1.529 0.0193
C 1.692 3.326 1.748 -0.1240
C 2.086 2.791 2.990 0.0444
C 2.187 1.433 3.148 -0.0053
C 1.907 0.606 2.053 -0.1219
N 1.562 1.083 0.883 -0.0130
C 1.438 2.410 0.683 -0.1868
H 1.469 2.215 -2.426 0.1082
H -0.117 2.159 -2.072 0.1200
H 0.525 4.656 -1.690 0.1317
H 0.935 6.218 0.152 0.1287
H 1.720 5.386 2.340 0.1357
H 2.295 3.464 3.810 0.1404
H 2.472 0.994 4.089 0.1237
H 1.967 -0.472 2.141 0.1096
C 5.726 -3.386 -1.566 -0.0152
N 4.500 -2.991 -0.905 -0.0075
C 3.304 -3.006 -1.458 -0.7974
N 3.125 -3.322 -2.732 0.1784
S 1.934 -2.606 -0.476 0.7549
H 6.570 -3.086 -0.952 0.1113
H 5.811 -2.900 -2.537 0.0975
H 5.767 -4.466 -1.704 0.1171
H 4.539 -2.841 0.095 0.1455
H 3.876 -3.713 -3.281 0.1297
H 2.188 -3.432 -3.088 0.1271
N -5.626 -2.250 1.232 0.1780
C -6.872 -1.864 1.665 -0.1641
C -7.986 -2.551 2.109 0.0036
C -9.104 -1.800 2.493 -0.0363
C -9.078 -0.404 2.514 -0.0561
C -7.956 0.297 2.122 0.0181
C -6.823 -0.437 1.718 -0.2109
N -5.599 -0.036 1.352 0.1864
C -4.898 -1.118 1.032 -0.2715
C -3.536 -1.010 0.546 -0.0873
C -2.729 -2.084 0.156 0.0408
C -1.450 -1.833 -0.308 -0.1298
N -0.935 -0.609 -0.401 -0.0668
C -1.690 0.424 -0.017 -0.1064
C -2.975 0.273 0.453 0.0427
H -5.329 -3.206 1.105 0.1691
H -7.989 -3.627 2.214 0.1170
H -10.004 -2.315 2.792 0.1175
H -9.965 0.132 2.816 0.1164
H -7.943 1.375 2.062 0.1191
H -3.072 -3.105 0.208 0.1266
H -0.812 -2.650 -0.606 0.0697
H -1.242 1.402 -0.077 0.1006
H -3.564 1.125 0.755 0.1290
C 5.725 0.975 -2.621 0.0078
C 5.426 0.845 -1.272 0.0013
C 4.163 0.412 -0.911 -0.1257
N 3.225 0.115 -1.807 -0.0719
C 3.515 0.209 -3.103 -0.1198
C 4.753 0.637 -3.552 -0.0028
H 6.691 1.331 -2.940 0.1364
H 6.152 1.080 -0.509 0.1316
H 3.884 0.293 0.124 0.1034
H 2.736 -0.065 -3.799 0.1257
H 4.947 0.712 -4.611 0.1327
```

=====

Q: Number 2 is which compound?
A: C28H27N7O2SSbV

=====

Q: The lowest ΔE to the lowest compared entry with this formula, charge and spin belongs to which entry?
A: C28H27N7O2SSbV